Formula: C3H14N10P
Source: the OMol25 dataset
Level of theory: ωB97M-V/def2-TZVPD

Values from the calculation:
Multiplicity: 1
Charge: +1
HOMO-LUMO gap: 10.11 eV
ΔE to the lowest compared entry with this formula, charge and spin: 0.0000 eV
E_tot: -1011.5273 a.u.
SMILES: N=P(N=C(N)N)(N=C(N)N)[NH+]=C(N)N

Bonds (Å) are listed after each position.
Positions of all 28 atoms, in Å:
1 N -0.223 1.039 -1.838  P2 1.566, H15 0.999
2 P -0.026 0.327 -0.456  N1 1.566, N3 1.606, N7 1.601, N11 1.854
3 N -0.274 -1.243 -0.686  P2 1.606, C4 1.310
4 C 0.405 -2.264 -0.226  N3 1.310, N5 1.394, N6 1.365
5 N -0.035 -3.543 -0.560  C4 1.394, H16 0.992, H17 1.063
6 N 1.207 -2.140 0.872  C4 1.365, H18 0.973, H19 0.996
7 N 1.168 0.668 0.554  P2 1.601, C8 1.287
8 C 2.367 0.945 0.175  N7 1.287, N9 1.350, N10 1.381
9 N 3.312 1.404 1.022  C8 1.350, H20 1.057, H21 0.968
10 N 2.724 0.740 -1.144  C8 1.381, H22 1.007, H23 0.991
11 N -1.497 0.735 0.597  P2 1.854, C12 1.296, H24 1.015
12 C -2.627 1.159 0.126  N11 1.296, N13 1.375, N14 1.322
13 N -3.653 1.382 1.014  C12 1.375, H25 1.014, H26 1.021
14 N -2.938 1.402 -1.136  C12 1.322, H27 1.015, H28 1.053
15 H 0.081 1.990 -1.829  N1 0.999
16 H -0.633 -3.547 -1.352  N5 0.992
17 H 0.757 -4.250 -0.496  N5 1.063
18 H 1.475 -1.211 0.985  N6 0.973
19 H 1.852 -2.836 1.175  N6 0.996
20 H 3.019 1.525 2.030  N9 1.057
21 H 4.274 1.325 0.937  N9 0.968
22 H 1.860 0.753 -1.661  N10 1.007
23 H 3.581 1.005 -1.565  N10 0.991
24 H -1.488 0.283 1.506  N11 1.015
25 H -4.558 1.703 0.689  N13 1.014
26 H -3.745 0.721 1.787  N13 1.021
27 H -3.660 1.973 -1.564  N14 1.015
28 H -2.225 1.309 -1.905  N14 1.053